Entry 1:
Entry from the Open Molecules 2025 dataset: a 2-piece molecular cluster, C9H15N2O3 overall in a non-equilibrium geometry (the ωB97M-V functional and the def2-TZVPD basis).

Its HOMO-LUMO gap (alpha / beta) is 0.27820 / 0.12928 hartree.

```
! RIJCOSX wB97M-V def2-TZVPD def2/J DEFGRID3
* xyz 1 3
C 4.767 -1.377 0.991
C 4.688 -0.005 1.041
C 3.586 -2.167 0.932
C 3.477 0.630 0.771
C 1.158 0.625 -0.059
C 2.411 -1.609 0.643
C -1.629 -0.939 -1.693
C -1.898 0.950 0.029
C -0.979 0.227 -1.029
N -5.009 1.032 -0.115
N 2.318 -0.056 0.484
O 1.196 1.791 -0.097
O 0.197 -0.215 -0.347
O -6.099 1.895 0.385
H 5.783 -1.849 1.077
H 5.721 0.517 1.184
H 3.821 -3.250 0.873
H 3.492 1.738 0.805
H 1.568 -2.157 0.474
H -5.883 2.730 -0.032
H -1.556 -1.754 -0.999
H -2.721 -0.696 -1.812
H -1.095 -1.024 -2.770
H -1.949 0.179 0.825
H -2.938 1.109 -0.412
H -1.546 1.813 0.495
H -0.743 1.019 -1.683
H -5.398 0.310 -0.669
H -4.740 0.534 0.708
*
```

=====

Entry 2:
Entry from the Open Molecules 2025 dataset: an isolated ion of composition C9H15N2S and charge +1 in a non-equilibrium geometry (the ωB97M-V functional and the def2-TZVPD basis).

Its HOMO-LUMO gap (alpha / beta) is 0.24172 / 0.26494 hartree.

```
! RIJCOSX wB97M-V def2-TZVPD def2/J DEFGRID3
* xyz 1 1
C 2.898 -1.103 -1.135
C 3.518 -0.243 -0.195
C -0.293 -1.172 0.501
C 1.569 -1.530 -1.006
C 1.303 1.082 0.776
C 0.313 1.097 -0.332
C -1.161 -1.976 1.396
C -0.361 2.391 -0.504
C -2.136 0.329 -0.311
N -0.724 -0.013 -0.092
N 0.965 -1.552 0.255
S 2.878 0.642 1.113
H 3.352 -1.159 -2.158
H 4.583 -0.116 -0.468
H 0.926 -1.680 -1.898
H 0.935 1.831 1.522
H 0.758 0.834 -1.252
H -0.598 -2.706 2.010
H -1.773 -2.609 0.802
H -1.831 -1.286 1.949
H -0.570 2.620 -1.519
H 0.303 3.077 -0.133
H -1.215 2.437 0.133
H -2.561 -0.514 -0.778
H -2.694 0.727 0.555
H -2.027 1.011 -1.062
H 1.418 -1.991 1.054
*
```

=====

Entry 3:
Entry from the Open Molecules 2025 dataset: a 3-piece molecular cluster, C9H15N3 overall in a non-equilibrium geometry (the ωB97M-V functional and the def2-TZVPD basis).

Its HOMO-LUMO gap is 0.32556 hartree.

```
! RIJCOSX wB97M-V def2-TZVPD def2/J DEFGRID3
* xyz 0 1
C 1.135 0.505 -2.737
C 0.605 0.243 -1.240
C 1.388 -0.331 -0.230
C 0.763 -0.790 0.927
C 1.671 -1.786 1.656
C -0.655 -0.856 0.934
C -1.441 -0.086 -0.043
C -2.843 0.139 0.594
C -0.796 0.247 -1.150
H 1.331 2.576 -2.370
H 0.908 2.000 -4.027
H 2.181 0.283 -2.721
H 0.682 -0.091 -3.517
H 2.477 -0.433 -0.374
H 1.225 -2.810 1.719
H 2.741 -1.870 0.953
H 2.771 -0.305 3.147
H 1.194 -1.138 3.614
H -1.239 -1.414 1.790
H -3.668 -0.200 -0.222
H -2.989 -0.473 1.573
H -3.271 2.242 -0.022
H -1.247 1.488 1.417
H -1.359 0.689 -1.836
N 0.663 1.992 -3.038
N 2.093 -1.259 3.080
N -2.854 1.515 1.188
*
```

=====

Entry 4:
Entry from the Open Molecules 2025 dataset: C9H15N3 as an isolated structure in a non-equilibrium geometry (the ωB97M-V functional and the def2-TZVPD basis).

Its HOMO-LUMO gap is 0.31366 hartree.

```
! RIJCOSX wB97M-V def2-TZVPD def2/J DEFGRID3
* xyz 0 1
C 1.760 -2.517 -0.337
C 0.801 -1.312 -0.310
C -0.538 -1.467 -0.121
C -1.561 -0.308 -0.332
C -3.100 -0.247 -0.358
C -0.984 0.959 -0.498
C 0.411 1.257 -0.413
C 0.980 2.524 -0.468
C 1.218 0.064 -0.395
H 2.172 -2.596 1.826
H 4.057 -2.501 0.443
H 0.979 -3.474 -0.490
H 2.419 -2.281 -1.333
H -0.981 -2.395 -0.219
H -3.359 0.690 -0.722
H -3.517 -1.003 -1.115
H -3.982 -1.681 1.250
H -2.875 0.194 1.833
H -1.509 1.899 -0.534
H 1.875 2.681 -0.913
H 0.407 3.302 -1.035
H 2.527 2.916 1.278
H 0.973 3.592 1.518
H 2.335 0.293 -0.706
N 2.699 -2.130 0.849
N -3.741 -0.304 1.011
N 1.694 3.384 0.755
*
```

=====

Entry 5:
Entry from the Open Molecules 2025 dataset: one molecule with the formula C9H15N3O3S in a non-equilibrium geometry (the ωB97M-V functional and the def2-TZVPD basis).

Its HOMO-LUMO gap is 0.35416 hartree. Its SMILES is CCOCCc1nnc(NC(=O)COC)s1.

```
! RIJCOSX wB97M-V def2-TZVPD def2/J DEFGRID3
* xyz 0 1
C 5.082 2.026 -0.932
C 5.332 0.572 -0.537
O 4.404 0.061 0.394
C 3.108 -0.141 -0.112
C 2.330 -0.976 0.910
C 0.929 -1.188 0.486
N 0.376 -2.332 0.316
N -0.888 -2.283 -0.069
C -1.348 -1.080 -0.197
N -2.634 -0.888 -0.626
C -3.399 0.223 -0.863
O -4.500 0.098 -1.347
C -2.820 1.581 -0.482
O -2.346 1.643 0.839
C -3.363 1.544 1.810
S -0.168 0.160 0.173
H 4.992 2.642 -0.041
H 4.172 2.123 -1.519
H 5.916 2.387 -1.528
H 6.298 0.486 -0.033
H 5.346 -0.062 -1.437
H 3.152 -0.671 -1.076
H 2.590 0.818 -0.268
H 2.810 -1.947 1.034
H 2.358 -0.449 1.867
H -3.095 -1.765 -0.858
H -1.964 1.805 -1.127
H -3.606 2.329 -0.657
H -2.872 1.643 2.775
H -3.881 0.580 1.759
H -4.098 2.347 1.687
*
```

=====

Entry 6:
Entry from the Open Molecules 2025 dataset: a 2-piece molecular cluster, C9H15NSi overall in a non-equilibrium geometry (the ωB97M-V functional and the def2-TZVPD basis).

Its HOMO-LUMO gap is 0.30464 hartree.

```
! RIJCOSX wB97M-V def2-TZVPD def2/J DEFGRID3
* xyz 0 1
C 0.629 0.667 -3.745
C -0.647 1.201 -3.857
C 1.065 0.219 -2.507
C -1.439 1.262 -2.722
C 0.183 0.328 -1.446
C -1.133 -2.728 2.299
C 0.886 1.925 1.769
C -1.116 -1.397 1.549
C 1.379 0.538 2.176
N -1.025 0.821 -1.543
Si 0.645 -0.850 1.105
H 1.270 0.596 -4.614
H -1.021 1.554 -4.808
H 2.047 -0.209 -2.370
H -2.445 1.663 -2.758
H -0.683 -3.510 1.689
H -0.576 -2.662 3.232
H -2.153 -3.026 2.534
H 1.306 2.691 2.419
H 1.175 2.141 0.745
H -0.198 1.984 1.827
H -1.615 -0.635 2.152
H -1.705 -1.497 0.635
H 1.129 0.370 3.229
H 2.470 0.518 2.111
H 1.570 -1.966 0.900
*
```

=====

Entry 7:
Entry from the Open Molecules 2025 dataset: C9H15O6Sr as an isolated structure in a non-equilibrium geometry (the ωB97M-V functional and the def2-TZVPD basis).

Its HOMO-LUMO gap (alpha / beta) is 0.17533 / 0.17537 hartree.

```
! RIJCOSX wB97M-V def2-TZVPD def2/J DEFGRID3
* xyz 1 1
O -0.639 2.237 1.116
C -1.465 2.700 0.352
C -1.827 2.007 -0.921
O -0.968 0.899 -1.082
C -1.389 -0.147 -1.925
C -2.214 -1.172 -1.219
O -3.008 -0.672 -0.348
C -3.717 -1.490 0.595
H -1.724 2.712 -1.763
H -2.059 3.590 0.621
H -2.892 1.731 -0.863
H -0.467 -0.644 -2.264
H -1.932 0.220 -2.811
H -2.563 -2.027 -1.818
H -0.924 -2.242 -0.212
H -4.637 -0.951 0.834
H -3.911 -2.481 0.166
H -3.086 -1.538 1.490
O 2.769 1.075 0.260
C 3.535 0.231 -0.396
C 3.103 -0.961 -0.860
O 1.755 -1.253 -0.627
C 1.447 -2.482 0.027
C 0.094 -2.298 0.698
O 0.088 -1.178 1.429
Sr 0.835 0.617 0.640
H 4.533 0.575 -0.707
H 3.667 -1.657 -1.479
H 2.212 -2.663 0.801
H 1.423 -3.305 -0.703
H -0.159 -3.212 1.270
*
```

=====

Entry 8:
Entry from the Open Molecules 2025 dataset: a 2-piece molecular cluster, C9H15OP overall in a non-equilibrium geometry (the ωB97M-V functional and the def2-TZVPD basis).

Its HOMO-LUMO gap (alpha / beta) is 0.29452 / 0.27547 hartree.

```
! RIJCOSX wB97M-V def2-TZVPD def2/J DEFGRID3
* xyz 0 1
C -1.352 -2.719 -1.164
C -1.493 0.816 1.992
C 2.059 2.144 -1.445
C -1.541 -0.116 1.057
C 0.748 2.227 -1.441
C -0.462 -2.329 -0.298
C -2.603 1.420 2.763
C 3.059 2.522 -2.490
C 0.400 -3.382 0.378
O 1.172 -0.626 1.281
P 0.034 -0.628 0.365
H -2.059 -2.144 -1.654
H -1.353 -3.908 -1.384
H -0.365 1.029 2.245
H 2.527 1.525 -0.735
H -2.306 -0.514 0.394
H 0.120 2.944 -1.962
H -2.876 2.420 2.350
H -1.997 1.663 3.730
H -3.499 0.795 2.931
H 3.379 1.575 -2.970
H 3.812 3.244 -2.066
H 2.738 3.160 -3.343
H 0.076 -3.589 1.415
H 0.193 -4.310 -0.143
H 1.587 -3.220 0.191
*
```

=====

no.,calculated total energy (hartree)
1,-686.68115
2,-859.25161
3,-515.87529
4,-515.84732
5,-1140.07806
6,-696.09114
7,-833.70868
8,-768.27934